1.
{"formula": "C4H7Cl2F2N", "method": "the ωB97M-V functional and the def2-TZVPD basis", "e_homo_ha": [-0.260, -0.260], "total_charge": 0, "homo_lumo_gap_ev": [7.60, 7.60], "lumo_energy_ev": [0.52, 0.52], "energy_ev": -36228.073, "relative_energy_kcal_mol": 34.1, "multiplicity": 1, "elements": ["C", "C", "C", "C", "N", "F", "F", "Cl", "Cl", "H", "H", "H", "H", "H", "H", "H"], "coordinates": [[-0.260109, 0.758616, 1.497536], [-0.877906, 1.623960, -0.522575], [2.174146, -1.515643, -0.650247], [-1.920103, -0.432736, 0.200915], [-1.056261, 0.553791, 0.440524], [2.953618, -1.232825, 0.394348], [2.130296, -0.488092, -1.482946], [-2.560624, -0.611800, -1.411841], [-2.134071, -1.846615, 1.275488], [0.600905, 1.467045, 1.483947], [-0.510886, 0.179949, 2.393058], [1.171074, -1.604660, -0.278867], [0.211341, 1.694775, -0.772386], [-1.405542, 1.474683, -1.407265], [-1.096667, 2.517479, -0.065267], [2.580788, -2.537924, -1.094419]], "atomic_forces_ev_per_a": [[-0.09, -0.75, 1.32], [2.63, -0.84, -1.03], [-0.24, -3.13, 0.02], [-0.58, -0.59, 0.05], [1.13, -0.38, 0.81], [0.95, 0.51, 0.74], [0.67, 0.88, -1.27], [-0.06, -0.29, 0.61], [0.56, 1.73, -0.97], [-1.37, -0.56, -0.26], [0.52, 0.17, -0.47], [-0.65, -0.54, 0.26], [-0.86, -0.35, 0.12], [-0.89, -0.15, -1.22], [-0.93, 1.96, 0.99], [-0.80, 2.32, 0.29]], "nbo_charge": [-0.391, -0.402, 0.437, -0.020, -0.286, -0.346, -0.342, 0.009, 0.004, 0.213, 0.203, 0.127, 0.224, 0.229, 0.218, 0.123]}


2.
{"formula": "C4H7Cl2N", "method": "the ωB97M-V functional and the def2-TZVPD basis", "e_homo_ha": -0.365, "total_charge": 0, "homo_lumo_gap_ev": 10.81, "lumo_energy_ev": 0.88, "energy_ev": -30793.273, "relative_energy_kcal_mol": 66.8, "multiplicity": 1, "elements": ["Cl", "C", "C", "Cl", "C", "C", "N", "H", "H", "H", "H", "H", "H", "H"], "coordinates": [[2.917330, 0.080820, -0.332774], [1.650161, 0.930920, 0.435559], [0.446946, 0.780352, -0.517321], [-0.891023, 1.919621, -0.272499], [-0.214584, -0.573823, -0.324184], [-1.295134, -0.775722, 0.691553], [-1.612717, -0.791172, -0.795811], [1.137950, 0.351590, 1.327160], [1.786496, 2.097250, 0.887794], [0.476497, 0.773084, -1.656966], [0.374494, -1.481240, -0.502383], [-2.040954, 0.087005, 1.001071], [-1.002747, -1.701972, 1.098590], [-1.732721, -1.696714, -1.039784]], "atomic_forces_ev_per_a": [[1.52, -0.29, 0.07], [-3.72, 2.15, 2.53], [-1.82, -0.64, -2.53], [0.26, 1.33, 0.43], [-1.41, -0.14, 0.09], [-1.53, 2.34, -1.83], [1.71, 2.92, 1.82], [1.92, 0.97, -1.14], [0.18, -3.31, -1.83], [1.48, 0.71, 1.41], [0.39, 0.63, 0.34], [2.46, -2.10, 0.67], [-1.22, -1.04, 1.42], [-0.23, -3.51, -1.45]], "nbo_charge": [0.017, -0.463, -0.243, -0.041, -0.119, -0.345, -0.576, 0.233, 0.259, 0.249, 0.216, 0.268, 0.207, 0.339]}


3.
{"formula": "C4H7Cl2O4P", "method": "the ωB97M-V functional and the def2-TZVPD basis", "e_homo_ha": -0.366, "total_charge": 0, "homo_lumo_gap_ev": 10.21, "lumo_energy_ev": 0.25, "energy_ev": -46784.535, "relative_energy_kcal_mol": 49.0, "multiplicity": 1, "elements": ["C", "O", "C", "O", "P", "O", "Cl", "C", "Cl", "O", "C", "H", "H", "H", "H", "H", "H", "H"], "coordinates": [[2.987353, 1.642866, -0.263716], [1.614827, 1.530724, -0.011696], [0.930813, 0.633048, -0.699511], [1.344589, -0.098240, -1.539879], [-0.784285, 0.779330, -0.124863], [-1.500839, 1.872651, -0.752012], [-0.891116, 1.071268, 1.830082], [-1.614336, -0.831951, -0.734847], [-3.371905, -0.402378, -0.482891], [-1.186444, -2.024266, -0.194030], [-1.533387, -2.070728, 1.164131], [3.348866, 2.365034, 0.393298], [3.197301, 2.099779, -1.133799], [3.432038, 0.624036, -0.131497], [-1.269218, -0.621388, -1.803173], [-1.326322, -3.151934, 1.495212], [-2.578535, -1.866394, 1.245641], [-0.799395, -1.551453, 1.743547]], "atomic_forces_ev_per_a": [[0.27, -2.75, 2.04], [-0.73, 0.45, 0.18], [0.55, 0.33, 0.91], [0.09, -0.47, -0.62], [-2.04, -1.05, -0.38], [-0.06, 1.25, -1.08], [0.45, -0.22, 0.86], [1.45, 1.96, 0.02], [0.40, -0.63, -0.62], [-0.51, 0.82, -1.58], [1.24, -3.76, 0.79], [0.63, 0.69, 1.90], [0.42, 0.78, -3.79], [0.08, 1.13, -0.30], [-1.01, -1.27, 0.98], [-0.65, 1.32, -0.63], [-0.39, 0.44, 0.81], [-0.21, 0.97, 0.50]], "nbo_charge": [-0.259, -0.484, 0.474, -0.539, 1.684, -1.055, -0.229, -0.190, -0.052, -0.501, -0.283, 0.200, 0.191, 0.198, 0.256, 0.197, 0.207, 0.186]}


- What is the formula in the second record?
  C4H7Cl2N


Repeat the third record exactly.
{"formula": "C4H7Cl2O4P", "method": "the ωB97M-V functional and the def2-TZVPD basis", "e_homo_ha": -0.366, "total_charge": 0, "homo_lumo_gap_ev": 10.21, "lumo_energy_ev": 0.25, "energy_ev": -46784.535, "relative_energy_kcal_mol": 49.0, "multiplicity": 1, "elements": ["C", "O", "C", "O", "P", "O", "Cl", "C", "Cl", "O", "C", "H", "H", "H", "H", "H", "H", "H"], "coordinates": [[2.987353, 1.642866, -0.263716], [1.614827, 1.530724, -0.011696], [0.930813, 0.633048, -0.699511], [1.344589, -0.098240, -1.539879], [-0.784285, 0.779330, -0.124863], [-1.500839, 1.872651, -0.752012], [-0.891116, 1.071268, 1.830082], [-1.614336, -0.831951, -0.734847], [-3.371905, -0.402378, -0.482891], [-1.186444, -2.024266, -0.194030], [-1.533387, -2.070728, 1.164131], [3.348866, 2.365034, 0.393298], [3.197301, 2.099779, -1.133799], [3.432038, 0.624036, -0.131497], [-1.269218, -0.621388, -1.803173], [-1.326322, -3.151934, 1.495212], [-2.578535, -1.866394, 1.245641], [-0.799395, -1.551453, 1.743547]], "atomic_forces_ev_per_a": [[0.27, -2.75, 2.04], [-0.73, 0.45, 0.18], [0.55, 0.33, 0.91], [0.09, -0.47, -0.62], [-2.04, -1.05, -0.38], [-0.06, 1.25, -1.08], [0.45, -0.22, 0.86], [1.45, 1.96, 0.02], [0.40, -0.63, -0.62], [-0.51, 0.82, -1.58], [1.24, -3.76, 0.79], [0.63, 0.69, 1.90], [0.42, 0.78, -3.79], [0.08, 1.13, -0.30], [-1.01, -1.27, 0.98], [-0.65, 1.32, -0.63], [-0.39, 0.44, 0.81], [-0.21, 0.97, 0.50]], "nbo_charge": [-0.259, -0.484, 0.474, -0.539, 1.684, -1.055, -0.229, -0.190, -0.052, -0.501, -0.283, 0.200, 0.191, 0.198, 0.256, 0.197, 0.207, 0.186]}